Molecular formula: C3H3IN2O
Method: DFT, ωB97M-V/def2-TZVPD

Computed properties:
SMILES string ... C#[N+][O-].N#CCI
Energy relative to the best compared isomer or geometry (same formula, charge and spin) ... 310.1 kJ/mol
Total charge ... 0

Last column: Löwdin charge in e.
Cartesian coordinates (Å):
C: 1.876 0.301 -1.458  0.172
N: 1.783 0.224 -0.311  -0.220
O: 2.037 0.077 0.839  0.016
H: 1.567 0.403 -2.430  0.059
N: -0.837 -1.738 -0.850  0.159
C: -1.133 -1.019 0.014  -0.381
C: -1.175 0.000 0.990  -0.514
I: -2.156 1.875 0.130  0.660
H: -1.828 -0.220 1.751  0.004
H: -0.134 0.098 1.324  0.047

Force components x, y, z for each atom (eV/Å):
-0.4075 0.0905 0.9978
1.5767 -0.2021 -1.1823
-0.5858 -0.0300 1.8141
-0.5112 0.1593 -1.7018
-0.7495 0.6430 1.1575
0.8652 -1.4350 -2.5223
0.5817 1.6718 -1.1391
0.9817 -1.2341 0.5644
-1.3327 -0.4450 1.8957
-0.4186 0.7817 0.1160